Formula: C46H46B3F6O5P
Source: OMol25
Level of theory: wB97M-V/def2-TZVPD

```
107
Properties=species:S:1:pos:R:3:mulliken_charge:R:1
C -1.225 -2.981 0.075 -0.923
C 0.243 -2.386 0.240 -0.024
O 0.449 -1.432 -0.811 -0.424
C 1.152 -0.277 -0.365 1.060
C 1.541 0.549 -1.677 -0.855
B 0.498 1.759 -1.864 0.143
O 0.840 2.976 -1.170 -0.303
B -0.336 3.521 -0.605 0.500
P -0.565 4.017 1.239 0.433
O -0.460 5.496 1.530 -0.676
O -1.432 3.646 -1.503 -0.331
B -1.689 2.268 -1.838 0.436
C -2.994 1.598 -1.229 0.684
C -2.771 0.494 -0.280 0.216
C -3.856 -0.191 0.398 -0.471
C -5.209 0.260 0.114 -0.803
C -5.428 1.334 -0.835 -0.303
C -4.367 2.046 -1.529 -0.740
O -0.703 1.641 -2.631 -0.113
H -1.567 -2.665 -0.940 0.264
H -1.919 -2.535 0.828 0.045
H -1.227 -4.103 0.123 0.410
H 0.420 -1.957 1.257 0.150
H 0.932 -3.273 0.122 0.271
H 0.511 0.416 0.264 -0.280
H 2.077 -0.533 0.236 -0.269
H 1.398 -0.127 -2.558 0.261
H 2.596 0.892 -1.556 0.233
H -1.905 3.613 1.582 0.019
H 0.302 3.199 2.042 0.010
H -1.717 0.182 -0.065 0.012
H -3.585 -0.992 1.115 0.411
H -6.055 -0.238 0.640 0.330
H -6.473 1.665 -1.020 0.363
H -4.529 2.902 -2.243 0.226
F 4.345 -0.293 1.605 -0.392
C 4.436 -1.623 1.784 -0.008
C 4.301 -2.147 3.056 -0.231
C 4.390 -3.522 3.239 -0.641
C 4.624 -4.356 2.150 -0.407
C 4.763 -3.816 0.878 -0.109
C 4.663 -2.443 0.691 -0.202
H 4.128 -1.484 3.892 0.627
H 4.279 -3.944 4.231 0.405
H 4.698 -5.424 2.296 0.473
H 4.948 -4.464 0.031 0.094
H 4.759 -2.007 -0.296 0.426
F -0.834 0.025 2.640 0.010
C -1.078 0.648 3.811 0.330
C -2.366 1.061 4.103 -0.418
C -2.617 1.699 5.311 -0.517
C -1.578 1.925 6.206 -0.613
C -0.289 1.509 5.898 -0.514
C -0.037 0.862 4.695 -0.479
H -3.161 0.884 3.389 0.451
H -3.622 2.020 5.554 0.392
H -1.775 2.427 7.147 0.365
H 0.522 1.690 6.594 0.417
H 0.961 0.524 4.442 0.582
F -5.594 4.762 -2.957 -0.341
C -6.681 4.405 -3.666 0.259
C -7.895 5.016 -3.407 -0.518
C -9.013 4.646 -4.144 -0.369
C -8.906 3.665 -5.123 -0.471
C -7.682 3.056 -5.370 -0.591
C -6.561 3.432 -4.641 -0.111
H -7.960 5.773 -2.635 0.423
H -9.967 5.123 -3.955 0.381
H -9.780 3.375 -5.695 0.390
H -7.599 2.289 -6.130 0.395
H -5.597 2.975 -4.827 0.572
F 4.892 -6.877 0.732 -0.264
C 5.750 -7.507 -0.093 0.482
C 6.400 -8.645 0.347 -0.406
C 7.282 -9.296 -0.506 -0.366
C 7.510 -8.796 -1.783 -0.489
C 6.853 -7.648 -2.210 -0.454
C 5.963 -7.001 -1.363 -0.355
H 6.216 -9.015 1.348 0.407
H 7.791 -10.193 -0.175 0.355
H 8.201 -9.303 -2.446 0.364
H 7.034 -7.257 -3.204 0.358
H 5.436 -6.111 -1.682 0.374
F 3.578 -0.437 5.379 -0.269
C 4.519 -0.395 6.344 0.372
C 5.801 0.010 6.021 -0.191
C 6.769 0.058 7.016 -0.441
C 6.445 -0.309 8.317 -0.499
C 5.154 -0.718 8.626 -0.388
C 4.182 -0.757 7.635 -0.562
H 6.036 0.284 4.999 0.446
H 7.775 0.380 6.776 0.361
H 7.203 -0.275 9.091 0.368
H 4.903 -1.008 9.640 0.362
H 3.168 -1.065 7.859 0.415
F -3.051 3.154 -10.206 -0.324
C -3.318 3.777 -9.045 0.354
C -4.611 4.192 -8.780 -0.471
C -4.887 4.831 -7.579 -0.286
C -3.865 5.056 -6.662 -0.614
C -2.570 4.638 -6.943 -0.394
C -2.294 3.989 -8.140 -0.415
H -5.391 4.014 -9.511 0.414
H -5.897 5.154 -7.356 0.442
H -4.080 5.559 -5.726 0.454
H -1.774 4.818 -6.231 0.426
H -1.293 3.649 -8.373 0.411
```

## Properties
LUMO: -0.0051 Eh
total charge: 0



Formula: C23H40FN2O15PS
Source: OMol25
Level of theory: wB97M-V/def2-TZVPD

```
83
Properties=species:S:1:pos:R:3:mulliken_charge:R:1
C 0.078 0.410 1.364 -1.387
C -0.650 -0.210 0.179 0.286
O -1.094 -1.533 0.462 -0.522
C -1.890 0.590 -0.201 -0.627
O -2.791 0.402 0.896 -0.164
N -3.953 1.199 0.813 0.257
P -5.318 0.184 1.424 0.080
N -5.094 -1.094 0.368 -0.407
O -4.657 -0.367 2.795 -0.458
S -3.618 2.689 1.493 1.069
O -2.669 2.591 2.541 -0.510
O -3.505 3.663 0.469 -0.579
F -5.017 2.948 2.158 -0.235
H -0.634 0.751 2.119 0.452
H 0.735 -0.338 1.811 0.338
H 0.699 1.250 1.054 0.277
H 0.014 -0.236 -0.687 0.431
H -1.170 -1.609 1.420 0.180
H -2.341 0.187 -1.114 0.245
H -1.669 1.650 -0.358 0.397
H -5.745 -1.079 -0.411 0.289
H -4.152 -1.285 0.044 0.273
H -3.866 -0.919 2.678 0.360
O 2.321 -0.079 -0.839 -0.675
C 2.768 0.982 -1.184 0.609
C 3.039 1.476 -2.588 -0.570
C 3.978 2.656 -2.354 -0.209
C 3.534 3.136 -0.977 -0.335
O 3.093 1.939 -0.297 -0.284
H 2.099 1.795 -3.045 0.348
H 3.469 0.675 -3.184 0.255
H 3.918 3.434 -3.113 0.450
H 5.006 2.301 -2.311 0.001
H 2.695 3.833 -1.023 0.209
H 4.321 3.586 -0.382 0.185
O 7.342 1.281 -3.344 -0.580
C 7.017 0.191 -2.978 0.517
C 7.692 -1.143 -3.236 -0.554
C 6.607 -2.155 -2.883 -0.503
C 5.797 -1.394 -1.838 -0.401
O 5.914 -0.009 -2.215 -0.228
H 8.557 -1.209 -2.571 0.265
H 8.044 -1.188 -4.263 0.308
H 6.983 -3.105 -2.509 0.350
H 5.986 -2.354 -3.757 0.273
H 6.207 -1.507 -0.832 0.225
H 4.738 -1.642 -1.818 0.301
O -6.427 -1.428 -2.338 -0.592
C -7.563 -1.286 -2.692 0.519
C -8.658 -0.474 -2.029 -0.337
C -9.926 -1.002 -2.692 -0.508
C -9.399 -1.445 -4.053 -0.452
O -8.041 -1.860 -3.816 -0.378
H -8.474 0.578 -2.258 0.267
H -8.619 -0.600 -0.950 0.275
H -10.729 -0.273 -2.770 0.320
H -10.300 -1.866 -2.141 0.274
H -9.381 -0.625 -4.775 0.259
H -9.932 -2.287 -4.486 0.308
O 4.217 5.793 1.066 -0.587
C 4.432 5.125 2.035 0.510
C 5.264 5.471 3.255 -0.460
C 5.507 4.112 3.902 -0.491
C 4.269 3.337 3.463 -0.430
O 3.921 3.879 2.178 -0.213
H 4.669 6.134 3.886 0.262
H 6.163 6.001 2.951 0.307
H 5.619 4.143 4.984 0.341
H 6.401 3.653 3.478 0.266
H 3.425 3.494 4.138 0.253
H 4.427 2.269 3.338 0.299
O -2.295 -2.870 2.799 -0.602
C -1.684 -3.884 2.608 0.605
C -2.220 -5.234 2.183 -0.542
C -1.054 -6.173 2.481 -0.496
C 0.141 -5.236 2.327 -0.406
O -0.343 -3.942 2.730 -0.319
H -2.441 -5.174 1.116 0.231
H -3.139 -5.458 2.718 0.358
H -0.995 -7.037 1.823 0.322
H -1.116 -6.529 3.510 0.263
H 0.477 -5.162 1.291 0.269
H 0.987 -5.485 2.962 0.300
```

## Properties
LUMO: 0.0241 Eh
SMILES: C[C@@H](O)CON(P(N)O)S(=O)(=O)F.O=C1CCCO1.O=C1CCCO1.O=C1CCCO1.O=C1CCCO1.O=C1CCCO1
total charge: 0



Formula: C3H6N2O
Source: OMol25
Level of theory: wB97M-V/def2-TZVPD

```
12
Properties=species:S:1:pos:R:3:mulliken_spin:R:1
C -0.628 -0.250 1.199 0.082
C -1.373 -0.753 0.096 0.078
N -0.809 0.076 -0.991 -0.017
C -0.141 1.011 -0.017 0.583
N 0.653 0.507 1.070 0.233
H -0.741 -0.420 2.298 -0.004
H -1.568 -1.705 -0.311 -0.037
H -1.456 0.723 -1.496 0.002
H -0.611 1.896 0.195 0.074
H 1.540 -0.207 -0.250 -0.009
H 2.953 -0.137 -0.925 0.000
O 2.181 -0.741 -0.867 0.013
```

## Properties
LUMO (alpha / beta): 0.1709 / 0.1694 Eh
2S+1: 2
total charge: -1



Formula: C41H75BIN2O29
Source: OMol25
Level of theory: wB97M-V/def2-TZVPD

```
149
Properties=species:S:1:pos:R:3:mulliken_charge:R:1
C 3.077 5.627 2.912 -1.333
C 3.112 4.109 2.613 0.359
C 2.055 3.303 3.369 -1.401
C 0.549 3.573 3.147 1.310
B -0.095 5.026 3.531 0.907
N -0.289 5.540 4.876 -0.482
O -0.416 5.833 2.454 -0.705
C -0.092 2.649 4.306 -1.024
C -0.388 1.319 3.643 -0.424
N -0.494 1.506 2.388 0.238
C -0.264 2.908 1.996 -1.182
I 0.341 2.870 -0.043 0.123
O 3.058 3.985 1.210 -0.381
C 3.890 3.018 0.581 -1.448
C 4.274 1.781 1.373 0.856
C 3.465 0.673 1.441 0.297
C 3.855 -0.413 2.196 -0.970
C 5.045 -0.369 2.870 -0.805
C 5.887 0.711 2.799 -0.896
C 5.481 1.789 2.034 -0.089
H 2.309 6.145 2.336 0.297
H 4.064 6.068 2.777 0.465
H 2.869 5.728 3.988 0.292
H 4.076 3.818 3.053 0.159
H 2.255 2.239 3.167 0.092
H 2.255 3.424 4.439 0.646
H 0.593 5.800 5.302 0.279
H -0.862 4.982 5.494 0.252
H 0.330 5.732 1.840 0.250
H 0.546 2.410 5.159 0.417
H -1.098 2.951 4.640 0.439
H -0.491 0.344 4.110 0.507
H -0.689 0.786 1.693 0.296
H -1.220 3.441 2.010 0.527
H 4.812 3.472 0.194 0.380
H 3.359 2.668 -0.314 0.409
H 2.526 0.713 0.891 0.281
H 3.187 -1.268 2.241 0.626
H 5.349 -1.212 3.485 0.429
H 6.832 0.769 3.326 0.537
H 6.130 2.658 1.958 0.475
C 4.354 -2.099 -0.902 -0.799
O 4.242 -3.418 -1.435 0.043
C 4.958 -4.338 -0.776 0.556
O 5.650 -4.132 0.186 -0.607
O 4.760 -5.508 -1.372 -0.270
C 5.459 -6.606 -0.776 -0.706
H 3.736 -1.446 -1.516 0.277
H 3.988 -2.069 0.121 0.131
H 5.384 -1.748 -0.949 0.476
H 5.136 -6.753 0.254 0.308
H 6.535 -6.444 -0.819 0.321
H 5.211 -7.491 -1.354 0.227
C 1.763 -1.034 -7.362 -0.658
O 1.325 -1.670 -6.158 -0.279
C 2.219 -2.509 -5.628 0.692
O 3.309 -2.750 -6.072 -0.537
O 1.690 -3.031 -4.521 -0.196
C 2.544 -3.961 -3.841 -0.506
H 0.956 -0.384 -7.690 0.217
H 2.650 -0.431 -7.177 0.296
H 1.960 -1.772 -8.137 0.304
H 3.458 -3.477 -3.522 0.331
H 2.767 -4.814 -4.481 0.376
H 2.008 -4.315 -2.965 -0.027
C -7.166 7.878 1.703 -0.635
O -6.138 7.058 1.133 -0.259
C -5.099 6.846 1.932 0.658
O -4.959 7.268 3.049 -0.551
O -4.222 6.072 1.278 -0.334
C -3.049 5.769 2.029 -0.670
H -7.950 7.976 0.957 0.163
H -7.582 7.409 2.593 0.319
H -6.781 8.868 1.938 0.326
H -3.311 5.218 2.938 0.272
H -2.508 6.673 2.278 0.413
H -2.422 5.141 1.405 0.323
C -10.793 9.442 -3.245 -0.625
O -9.757 8.623 -3.792 -0.326
C -8.724 8.428 -2.976 0.801
O -8.606 8.872 -1.862 -0.543
O -7.837 7.655 -3.603 -0.314
C -6.669 7.364 -2.836 -0.546
H -11.568 9.521 -4.002 0.221
H -11.216 8.982 -2.353 0.294
H -10.417 10.438 -3.018 0.293
H -6.928 6.823 -1.927 0.229
H -6.130 8.279 -2.592 0.282
H -6.033 6.734 -3.453 0.234
C -4.089 1.641 -0.058 -0.650
O -3.587 0.323 -0.275 -0.231
C -4.000 -0.250 -1.417 0.630
O -4.728 0.252 -2.227 -0.529
O -3.447 -1.457 -1.486 -0.187
C -3.782 -2.199 -2.665 -0.654
H -3.675 1.981 0.891 0.084
H -3.758 2.316 -0.846 0.327
H -5.175 1.644 0.018 0.376
H -3.437 -1.677 -3.556 0.285
H -4.854 -2.377 -2.718 0.319
H -3.271 -3.155 -2.598 0.216
C -6.160 -6.776 -6.452 -0.646
O -5.184 -5.993 -5.761 -0.302
C -4.091 -5.728 -6.477 0.710
O -3.880 -6.084 -7.605 -0.533
O -3.268 -4.996 -5.721 -0.215
C -2.045 -4.635 -6.366 -0.643
H -6.992 -6.921 -5.768 0.214
H -6.517 -6.253 -7.337 0.300
H -5.751 -7.748 -6.723 0.298
H -2.240 -4.028 -7.249 0.323
H -1.475 -5.523 -6.634 0.317
H -1.470 -4.048 -5.654 0.178
C 0.155 -8.035 2.186 -0.711
O 0.423 -6.629 2.238 -0.330
C 0.981 -6.136 1.135 0.789
O 1.264 -6.752 0.143 -0.544
O 1.169 -4.823 1.319 -0.341
C 1.760 -4.161 0.200 -0.199
H -0.295 -8.307 3.137 0.245
H -0.545 -8.264 1.385 0.318
H 1.079 -8.597 2.058 0.326
H 1.118 -4.240 -0.676 0.320
H 2.739 -4.569 -0.010 -0.019
H 1.864 -3.110 0.462 0.187
C 12.299 1.263 3.130 -0.629
O 11.478 0.586 2.175 -0.324
C 10.725 -0.385 2.690 0.806
O 10.688 -0.713 3.847 -0.547
O 10.016 -0.930 1.700 -0.315
C 9.160 -1.995 2.112 -0.533
H 12.857 2.021 2.588 0.223
H 11.687 1.747 3.889 0.288
H 13.001 0.571 3.592 0.297
H 8.424 -1.641 2.833 0.188
H 9.737 -2.816 2.532 0.322
H 8.637 -2.354 1.229 0.223
C -2.252 -4.867 2.035 -0.447
O -3.615 -4.796 1.618 -0.223
C -4.412 -5.686 2.215 0.704
O -4.070 -6.497 3.035 -0.549
O -5.646 -5.519 1.745 -0.302
C -6.614 -6.414 2.300 -0.645
H -1.706 -4.103 1.486 0.197
H -2.164 -4.662 3.102 0.316
H -1.826 -5.837 1.799 0.112
H -6.695 -6.272 3.377 0.294
H -6.357 -7.447 2.071 0.300
H -7.568 -6.176 1.839 0.217
```

## Properties
LUMO: -0.1562 Eh
total charge: +1



Which value of total charge does entry 4 give?
+1